Molecular formula: C23H52BI2NO8P
Method: DFT, ωB97M-V with the def2-TZVPD basis set

Positions of all 88 atoms, in Å:
C  3.3254  2.4985  0.7559
C  2.2776  1.3731  0.8402
I  3.4046  -0.4163  1.2872
C  1.1923  1.7843  1.8883
I  1.4668  0.6490  3.7121
C  -0.2982  1.7476  1.3535
C  -0.9679  3.1034  1.6665
C  -2.1067  3.0552  2.6792
C  -1.6924  2.9026  4.1509
C  -2.5692  3.7626  5.0607
N  -2.3211  5.2015  4.9998
O  -1.0061  0.7138  2.0158
B  -1.9420  0.0226  1.0823
O  -3.3219  0.0923  1.6350
C  -1.6133  -1.5854  0.7570
C  -0.2737  -2.0769  1.2203
O  -0.0485  -3.5355  0.9313
C  -0.1901  -4.3515  1.9695
O  -1.1228  -4.3540  2.7543
O  -1.8149  0.8222  -0.1530
C  -0.4996  1.3026  -0.1145
P  -0.5386  2.5867  -1.4679
C  1.1870  2.9593  -2.0397
C  -1.4018  1.7470  -2.8442
H  3.5898  2.8444  1.7510
H  4.2370  2.1338  0.2901
H  2.9504  3.3172  0.1429
H  1.8529  1.2504  -0.1417
H  1.4616  2.7758  2.2264
H  -1.3710  3.5401  0.7559
H  -0.2396  3.8308  2.0349
H  -2.6169  4.0199  2.5848
H  -2.8355  2.2975  2.4122
H  -0.6475  3.1619  4.3066
H  -1.8758  1.8678  4.4387
H  -3.6180  3.6001  4.8140
H  -2.4512  3.4621  6.1026
H  -1.3468  5.4176  5.1281
H  -2.6667  5.6143  4.1513
H  -3.2568  0.0083  2.5808
H  -2.3755  -2.2519  1.1522
H  -1.6236  -1.7092  -0.3313
H  -0.1252  -1.9620  2.2887
H  0.5205  -1.6051  0.6540
H  0.6365  -5.0660  2.1105
H  0.1821  0.4955  -0.4170
H  1.3293  4.0327  -1.9494
H  1.9523  2.4704  -1.4455
H  1.3034  2.7232  -3.0966
H  -0.9244  1.9018  -3.8090
H  -2.4389  2.0606  -2.8662
H  -1.4157  0.6732  -2.6536
C  1.2819  -5.3254  5.5458
C  2.5367  -6.0070  5.0271
C  2.2083  -7.3116  4.3165
O  3.4592  -6.2469  6.0941
H  0.7736  -5.9639  6.2747
H  1.5324  -4.3911  6.0482
H  0.5822  -5.1084  4.7372
H  3.0546  -5.3393  4.3377
H  1.7278  -8.0095  5.0082
H  3.1180  -7.7862  3.9469
H  1.5340  -7.1459  3.4753
H  3.0256  -6.8321  6.7215
C  -4.3918  -0.5921  -4.2345
C  -3.1096  -1.3632  -4.5129
C  -3.3983  -2.7184  -5.1446
O  -2.3593  -1.5202  -3.3166
H  -5.0192  -1.1424  -3.5286
H  -4.1639  0.3735  -3.7844
H  -4.9641  -0.4273  -5.1498
H  -2.4739  -0.7798  -5.1816
H  -3.9978  -3.3316  -4.4666
H  -2.4690  -3.2548  -5.3385
H  -3.9433  -2.6117  -6.0847
H  -2.8903  -2.0211  -2.6889
C  3.5655  1.9212  -7.5936
C  3.2074  2.5036  -6.2339
C  3.9855  1.8300  -5.1144
O  1.8046  2.3930  -6.0012
H  3.3164  0.8571  -7.6276
H  3.0000  2.4173  -8.3828
H  4.6303  2.0313  -7.8049
H  3.4189  3.5736  -6.2314
H  3.7497  0.7632  -5.0734
H  3.7152  2.2595  -4.1498
H  5.0621  1.9385  -5.2556
H  1.5790  1.4578  -5.9886

The value obtained for the HOMO energy is -4.949 eV. The calculation puts the total energy at -2525.9340 Eh. The spin multiplicity is 1. The frontier orbital gap is 0.2603 hartree. The calculation puts the largest force on an atom at 0.03582 Eh/bohr. The LUMO energy comes out at 2.13 eV. The charge is -1.

***

Molecular formula: C2H2CuO2
Method: DFT, ωB97M-V with the def2-TZVPD basis set

Positions of all 7 atoms, in Å:
H  -1.3095  -0.0190  -0.8991
O  0.9157  -1.0758  0.2226
C  -0.3129  -0.6854  0.1698
C  -0.6215  0.7295  -0.0852
O  0.2394  1.5747  -0.3834
H  -1.0768  -1.1567  0.8248
Cu  2.1658  0.6327  0.1505

The value obtained for the HOMO energy (spin up / spin down) is -8.033 / -8.805 eV. The calculation puts the total energy at -1868.2007 Eh. The spin multiplicity is 2. The frontier orbital gap (spin up / spin down) is 0.2539 / 0.2799 hartree. The calculation puts the largest force on an atom at 0.08972 Eh/bohr. The LUMO energy (spin up / spin down) comes out at -1.12 / -1.19 eV. Its expectation value of S² is 0.757.

***

Molecular formula: C21H25NO3S
Method: DFT, ωB97M-V with the def2-TZVPD basis set

Positions of all 51 atoms, in Å:
C  -0.8514  5.0624  -1.8200
H  -0.7491  4.6163  -2.8062
H  -0.7954  6.1432  -1.9328
H  -1.8313  4.8183  -1.4159
C  0.2656  4.5895  -0.8861
C  0.2599  3.0833  -0.6825
C  1.2240  2.4974  0.1340
C  1.2702  1.1318  0.3298
C  0.3484  0.3003  -0.2883
C  -0.6224  0.8722  -1.0951
C  -0.6653  2.2414  -1.2864
H  -1.4323  2.6382  -1.9302
H  -1.3474  0.2450  -1.5942
C  0.4397  -1.1997  -0.1238
N  -0.9071  -1.7514  -0.0101
C  -1.4416  -2.8816  -0.4786
O  -0.9568  -3.6056  -1.3366
C  -2.7951  -3.2192  0.1267
H  -3.0605  -4.2470  -0.1206
H  -3.5621  -2.5535  -0.2721
S  -2.8247  -2.9621  1.9334
C  -1.2461  -3.6487  2.3950
C  -0.7308  -4.7812  1.7831
C  0.5143  -5.2507  2.1623
C  1.2338  -4.6103  3.1571
C  0.7023  -3.4941  3.7823
C  -0.5341  -3.0076  3.4002
H  -0.9556  -2.1338  3.8739
H  1.2548  -2.9936  4.5634
H  2.2045  -4.9829  3.4471
H  0.9186  -6.1265  1.6776
H  -1.2851  -5.2981  1.0159
H  -1.4563  -1.2677  0.6913
H  0.9471  -1.4253  0.8287
C  1.3087  -1.8000  -1.2432
H  1.2822  -2.8891  -1.1953
C  0.9103  -1.3111  -2.6373
O  1.4317  -0.3607  -3.1528
O  -0.0408  -2.0067  -3.2444
H  -0.3686  -2.7478  -2.6780
H  2.3296  -1.4569  -1.0677
H  2.0359  0.7057  0.9630
H  1.9629  3.1113  0.6261
C  0.0818  5.2823  0.4717
H  0.8836  5.0282  1.1594
H  0.0750  6.3624  0.3416
H  -0.8623  4.9834  0.9227
C  1.6102  4.9979  -1.5039
H  1.7650  4.4714  -2.4430
H  2.4392  4.7631  -0.8422
H  1.6229  6.0680  -1.6994

The value obtained for the HOMO energy is -8.932 eV. The SMILES is CC(C)(C)c1ccc([C@H](CC(=O)O)NC(=O)CSc2ccccc2)cc1. The calculation puts the total energy at -1493.9428 Eh. The spin multiplicity is 1. The frontier orbital gap is 0.3459 hartree. The calculation puts the largest force on an atom at 0.01208 Eh/bohr. The LUMO energy comes out at 0.48 eV.